17
Properties=species:S:1:pos:R:3:forces:R:3:mulliken_spin:R:1 method="wB97M-V/def2-TZVPD" multiplicity=2 e_homo_ev="-13.4 / -13.4" homo_lumo_gap_ev="9.80 / 4.51" total_charge=+1 e_lumo_ev="-3.6 / -8.9"
C -0.290 -0.179 1.487 4.118 0.332 -0.228 0.02
N -0.820 -0.934 0.392 -2.676 -2.725 0.461 0.62
C -0.097 -1.355 -0.743 2.199 -0.087 -2.826 -0.10
N -0.402 -2.349 -1.672 -0.979 1.342 2.730 -0.06
O 0.953 -0.688 -0.924 -0.879 -0.261 0.505 0.43
H -0.953 0.312 2.113 -2.394 1.473 0.096 0.03
H 0.614 0.551 1.168 -2.201 -2.072 0.570 0.01
H 0.047 -0.799 2.410 0.304 -0.222 -1.804 0.09
H -1.775 -1.477 0.521 2.211 1.649 -0.033 -0.03
H -1.222 -2.907 -1.624 -0.759 -0.273 0.572 0.00
H -0.005 -2.374 -2.618 0.929 0.898 0.126 0.00
H -0.266 5.315 4.177 0.327 -1.795 0.683 0.00
H 0.088 6.048 2.839 -0.266 -0.239 0.880 0.00
O -0.323 6.120 3.722 -0.055 2.048 -1.557 0.00
H 1.911 -2.494 -3.836 -1.829 2.079 -0.139 0.00
H 1.419 -0.956 -3.528 0.032 -1.356 -0.535 0.00
O 1.122 -1.835 -3.885 1.916 -0.789 0.499 0.00

---

15
Properties=species:S:1:pos:R:3:forces:R:3:lowdin_charge:R:1 method="wB97M-V/def2-TZVPD" e_homo_ev=-9.0 homo_lumo_gap_ev=9.85 e_lumo_ev=0.9
C -5.622 0.200 -2.079 -1.002 1.045 3.875 -0.57
S -4.094 -0.617 -2.254 2.163 -0.684 0.681 0.62
H -6.320 -0.192 -1.267 1.007 -0.024 -0.984 0.05
H -6.063 -0.019 -2.993 -1.165 0.442 -1.723 -0.02
H -5.501 1.262 -1.760 -0.174 -0.568 -1.109 0.04
H -3.362 -0.193 -1.157 -0.829 -0.210 -0.738 -0.13
N 3.528 0.250 1.497 1.356 -0.863 -0.256 -0.04
C 5.024 0.070 1.858 -0.403 0.051 -0.371 -0.34
N 5.447 0.647 3.155 -0.266 0.741 -2.262 -0.02
H 3.498 0.706 0.556 -0.152 -0.825 1.189 0.06
H 3.058 -0.677 1.436 0.461 1.097 -0.054 0.05
H 5.527 0.475 0.964 0.370 0.184 0.828 0.09
H 5.413 -0.965 1.990 -0.943 0.259 -0.668 0.10
H 5.003 1.556 3.268 0.073 -0.092 0.105 0.06
H 5.017 0.026 3.784 -0.496 -0.551 1.489 0.03

---

16
Properties=species:S:1:pos:R:3:forces:R:3:lowdin_charge:R:1 method="wB97M-V/def2-TZVPD" e_homo_ev=-9.0 homo_lumo_gap_ev=9.63 e_lumo_ev=0.7
C -2.015 0.424 -0.121 1.153 2.386 -1.951 -0.40
S -1.259 -0.135 -1.725 0.580 -0.636 1.032 0.31
S -2.150 0.982 -3.120 -0.562 0.368 -0.631 0.29
H -1.329 0.362 0.711 0.069 -0.646 0.179 0.00
H -2.149 1.525 -0.316 -0.324 -1.093 0.444 0.04
H -2.919 -0.106 -0.083 -1.187 -0.459 0.770 0.00
H -1.184 1.875 -3.394 0.087 0.069 0.178 -0.19
N 1.844 -0.591 -0.455 0.370 -2.656 1.929 -0.04
C 1.477 0.034 0.891 1.371 0.537 1.143 -0.36
N 0.810 -0.665 2.044 0.245 -2.179 -0.550 -0.06
H 1.058 -1.167 -0.880 0.859 1.360 0.860 0.01
H 2.588 -1.376 -0.297 -1.506 1.998 -0.139 0.09
H 0.808 0.875 0.718 0.324 0.095 -0.633 0.07
H 2.393 0.415 1.463 -0.757 -0.066 -1.851 0.12
H 1.431 -0.836 2.871 -0.485 0.349 -1.359 0.07
H 0.596 -1.614 1.691 -0.236 0.574 0.580 0.06

---

16
Properties=species:S:1:pos:R:3:forces:R:3:lowdin_charge:R:1 method="wB97M-V/def2-TZVPD" e_homo_ev=-8.4 homo_lumo_gap_ev=9.14 e_lumo_ev=0.7
S -2.546 -0.583 -3.279 -0.577 0.846 0.377 0.18
S -0.693 -1.182 -2.679 0.737 0.151 0.441 0.19
H -2.493 0.736 -2.891 0.084 -0.730 -0.403 -0.18
H -0.754 -0.800 -1.360 -0.349 -0.247 -0.632 -0.24
N 2.421 0.277 0.885 -0.640 1.708 -1.701 -0.01
C 1.010 0.707 0.607 0.188 0.640 -0.116 -0.29
C 0.077 -0.478 0.853 -0.167 0.483 -0.655 -0.30
N -1.354 -0.199 0.500 2.514 1.521 0.014 -0.01
H 2.452 0.135 1.863 0.502 -0.175 1.236 0.03
H 3.035 1.097 0.655 -0.668 -1.224 0.483 0.09
H 0.958 1.143 -0.420 -0.078 -0.747 0.560 0.12
H 0.685 1.543 1.271 0.189 -0.353 -0.213 0.11
H 0.459 -1.316 0.295 -0.045 -0.368 -0.549 0.09
H 0.213 -0.781 1.876 -0.116 -0.033 0.807 0.10
H -1.887 -0.958 0.817 -1.151 -0.956 0.588 0.05
H -1.586 0.659 1.009 -0.422 -0.516 -0.236 0.08

---

15
Properties=species:S:1:pos:R:3:forces:R:3:lowdin_charge:R:1 method="wB97M-V/def2-TZVPD" e_homo_ev=-14.1 homo_lumo_gap_ev=10.71 total_charge=+1 e_lumo_ev=-3.4
C 2.248 0.679 -1.053 0.214 -2.211 -2.379 -0.09
N 1.558 -0.074 0.035 0.565 1.461 -0.743 -0.01
H 2.625 -0.057 -1.791 0.075 0.135 0.408 0.09
H 1.572 1.224 -1.704 -0.182 0.705 0.624 0.08
H 3.154 1.190 -0.757 -0.408 0.509 0.541 0.09
H 2.298 -0.131 0.724 -0.802 -0.431 0.794 0.13
H 1.185 -0.980 -0.223 1.002 -0.418 -0.319 0.12
H 0.332 0.349 0.043 -0.851 -0.636 1.736 0.08
N -3.025 -0.660 0.768 2.392 1.133 -0.987 0.18
C -1.718 -0.434 0.877 0.092 -0.231 0.870 -0.25
N -0.973 0.281 0.070 0.570 1.384 0.326 0.05
H -3.392 -1.289 1.452 -0.981 -0.265 -0.214 0.12
H -3.313 -0.451 -0.185 -1.226 -0.319 0.595 0.14
H -1.286 -0.900 1.766 0.327 -0.378 -0.300 0.14
H -1.268 1.253 -0.024 -0.787 -0.438 -0.952 0.12

---

15
Properties=species:S:1:pos:R:3:forces:R:3:lowdin_charge:R:1 method="wB97M-V/def2-TZVPD" e_homo_ev=-14.1 homo_lumo_gap_ev=10.08 total_charge=+1 e_lumo_ev=-4.0
C 0.481 -2.661 0.888 0.143 -0.158 3.105 -0.15
N 0.477 -1.189 1.240 -0.116 -1.203 2.117 -0.10
H -0.316 -2.748 0.226 -1.588 -0.898 -0.890 0.04
H 0.451 -3.405 1.819 -0.490 1.755 -1.844 0.13
H 1.342 -2.973 0.391 1.607 0.018 -0.973 0.04
H -0.378 -1.142 1.858 1.137 0.359 -0.769 0.10
H 1.254 -1.091 1.935 -0.770 0.225 -0.755 0.09
H 0.406 0.551 0.380 0.148 -1.071 0.294 0.05
N -0.974 0.949 -1.707 -0.535 2.664 0.664 0.17
C -0.402 1.895 -0.911 1.770 -2.754 1.858 -0.07
N 0.363 1.539 0.167 -3.884 -0.937 -4.376 0.20
H -1.702 1.333 -2.313 0.465 -0.287 0.022 0.13
H -1.089 -0.046 -1.546 0.601 0.206 0.519 0.13
H -0.507 2.952 -1.152 -0.078 -0.323 -0.160 0.16
H 0.998 2.073 0.636 1.590 2.403 1.187 0.09

---

15
Properties=species:S:1:pos:R:3:forces:R:3:lowdin_charge:R:1 method="wB97M-V/def2-TZVPD" e_homo_ev="-13.1 / -14.2" homo_lumo_gap_ev="6.94 / 9.81" total_charge=+1 e_lumo_ev="-6.2 / -4.4"
C 2.076 0.207 -0.261 -1.974 -4.205 -1.917 0.22
C -0.871 -1.207 -0.111 0.353 -3.117 -0.800 -0.05
N -0.932 0.850 -1.030 0.691 2.884 2.842 0.13
N -0.776 0.695 1.370 -0.419 -0.264 -0.999 0.15
N -0.498 0.188 0.128 -1.026 -1.244 -3.258 -0.30
H 2.267 1.066 0.168 1.317 3.775 2.471 -0.02
H 2.309 -0.814 -0.137 1.053 -0.670 1.663 0.03
H 1.652 0.161 -1.197 -0.900 1.072 -2.218 -0.01
H -0.918 -1.475 -1.273 0.465 0.845 2.611 0.14
H -0.005 -1.766 0.325 -1.276 -0.232 -0.273 0.09
H -1.901 -1.531 0.308 1.837 0.954 -0.278 0.13
H -1.488 0.395 -1.728 -0.312 -0.729 0.260 0.11
H -1.273 1.769 -0.740 0.161 -0.049 -0.851 0.12
H -0.005 0.552 2.014 -0.239 0.527 -0.047 0.14
H -1.276 1.562 1.273 0.270 0.452 0.795 0.12

---

16
Properties=species:S:1:pos:R:3:forces:R:3:lowdin_charge:R:1 method="wB97M-V/def2-TZVPD" e_homo_ev=-14.7 homo_lumo_gap_ev=11.74 total_charge=+1 e_lumo_ev=-2.9
C -2.452 -0.341 -0.800 0.039 1.569 1.141 0.00
N -1.570 0.307 0.208 -0.463 1.192 0.734 0.03
C -0.258 0.299 0.375 0.306 -2.711 0.825 -0.42
N 0.329 0.957 1.391 -0.554 0.041 -1.109 0.21
N 0.437 -0.705 -0.206 0.196 0.679 -1.081 0.20
H -2.262 -1.394 -0.883 0.428 -0.381 -0.388 0.08
H -2.314 0.299 -1.671 -0.504 -0.802 -0.538 0.10
H -3.477 -0.255 -0.382 0.648 0.105 -0.498 0.11
H -2.009 0.987 0.813 -0.379 -0.164 -0.145 0.15
H 1.278 0.701 1.599 0.113 0.435 0.136 0.12
H -0.122 1.768 1.776 0.317 0.051 0.272 0.13
H 1.450 -0.625 -0.326 0.007 0.169 0.437 0.07
H 0.018 -1.079 -1.046 -0.147 -0.185 0.193 0.11
H 3.769 -0.074 -1.033 0.305 0.046 -0.182 0.06
H 3.897 -0.613 0.408 0.309 -0.146 0.043 0.06
O 3.286 -0.230 -0.222 -0.623 0.101 0.160 -0.03

---

16
Properties=species:S:1:pos:R:3:forces:R:3:lowdin_charge:R:1 method="wB97M-V/def2-TZVPD" e_homo_ev=-8.9 homo_lumo_gap_ev=10.11 e_lumo_ev=1.2
C 1.483 1.016 -0.402 0.095 -0.163 0.029 -0.04
C 0.653 -0.238 -0.414 0.477 0.038 -0.055 -0.51
N 1.053 -1.444 -0.327 0.175 -0.482 0.101 0.10
H 2.060 -1.543 -0.267 -0.035 0.328 0.004 0.04
H 0.064 -0.623 2.390 -0.740 0.317 0.795 0.01
H 1.276 1.583 0.503 0.020 0.095 -0.013 0.07
H 1.224 1.639 -1.254 0.009 0.100 0.012 0.08
H 2.541 0.766 -0.436 -0.003 -0.061 0.008 0.07
N -0.689 -0.043 -0.576 -1.151 -0.206 -0.056 -0.27
N -1.242 1.214 -0.339 -0.025 0.297 0.073 0.05
N -1.572 -1.136 -0.441 -0.060 0.133 -0.027 0.06
H -0.438 -0.398 2.940 0.738 -0.319 -0.820 0.03
H -1.664 1.256 0.590 0.059 -0.152 -0.206 0.08
H -1.511 -1.709 -1.280 0.128 0.097 0.177 0.08
H -1.976 1.386 -1.022 0.191 -0.124 0.151 0.09
H -1.263 -1.725 0.334 0.122 0.100 -0.172 0.06

---

16
Properties=species:S:1:pos:R:3:forces:R:3:lowdin_charge:R:1 method="wB97M-V/def2-TZVPD" e_homo_ev=-7.6 homo_lumo_gap_ev=8.57 e_lumo_ev=1.0
C -2.048 0.033 -0.006 0.094 -0.234 0.045 -0.10
N -0.837 -0.795 0.075 0.964 1.545 -0.113 -0.04
C 0.479 -0.055 0.988 0.994 0.602 -1.533 -0.37
N 0.961 -0.653 2.009 -0.418 -0.622 -0.029 -0.01
H -0.989 -1.686 0.539 0.186 -0.039 -0.516 0.12
H 1.068 -1.659 1.884 0.279 0.097 -0.012 0.01
H 0.221 0.997 1.075 -0.289 0.049 -0.176 0.10
H -2.367 0.362 0.987 0.065 -0.110 -0.031 0.09
H -2.850 -0.539 -0.471 -0.087 0.160 -0.031 0.08
H -1.821 0.914 -0.604 -0.039 -0.047 -0.011 0.08
N 1.371 -0.018 -0.593 -0.950 -0.432 0.554 -0.19
N 1.269 1.222 -1.292 0.271 -0.032 0.385 -0.07
H 2.008 1.864 -1.013 -0.112 -0.007 -0.057 0.06
H 2.319 -0.383 -0.511 -0.076 0.318 0.256 0.07
H -0.139 -0.670 -0.774 -0.855 -1.217 1.060 0.11
H 1.357 1.065 -2.293 -0.027 -0.031 0.211 0.06

---

Relative energy (zero: lowest compared OMol25 entry of this formula, charge and spin) / kJ/mol: 136.2, 111.4, 115.6, 58.3, 197.8, 123.2, 704.3, 45.3, 249.4, 410.7
Total energy / eV: -11349.045, -16050.484, -26885.690, -26886.284, -6698.989, -6699.762, -6693.739, -8748.672, -8194.250, -8192.579